No. 1
Entry from the OMol25 dataset: a single C24H19ClN4O2 molecule (ωB97M-V/def2-TZVPD).

As for the energy above the lowest of the compared OMol25 structures with the same formula, charge and spin: 0.00 kJ/mol. The calculation puts the HOMO energy at -0.3097 Eh. For the energy, the calculation gives -47775.40849 eV. As for the spin multiplicity: 1. As for the HOMO-LUMO gap: 8.226 eV.

Each line ends with the Mulliken charge.
Geometry (Å):
C  1.04  4.45  0.69  -1.864
C  1.17  3.02  1.10  0.893
C  1.60  2.07  0.18  -0.142
C  1.73  0.74  0.55  0.312
C  1.45  0.36  1.86  -0.584
C  1.03  1.30  2.77  -0.802
C  0.89  2.62  2.40  -0.615
H  0.56  3.35  3.12  0.418
H  0.81  1.00  3.78  0.407
H  1.54  -0.68  2.15  0.376
N  2.10  -0.26  -0.36  -0.061
C  2.02  -0.20  -1.72  0.355
O  1.93  0.80  -2.39  -0.523
N  2.06  -1.46  -2.34  -0.385
H  2.02  -2.28  -1.73  0.336
N  1.29  -1.61  -3.49  -0.174
C  -0.03  -1.25  -3.56  -0.265
O  -0.62  -1.24  -4.61  -0.626
C  -0.62  -0.91  -2.22  0.300
C  -0.70  -1.86  -1.23  -0.129
C  -1.12  -1.48  0.06  0.846
N  -1.45  -0.25  0.35  -0.305
C  -1.42  0.70  -0.60  -0.588
C  -1.79  2.01  -0.25  -0.378
C  -1.75  3.01  -1.18  -0.494
C  -1.35  2.73  -2.50  -0.786
C  -0.99  1.47  -2.88  -0.775
C  -1.02  0.42  -1.94  0.833
H  -0.68  1.25  -3.89  0.433
H  -1.32  3.53  -3.23  0.417
H  -2.02  4.02  -0.92  0.482
H  -2.09  2.20  0.77  0.493
C  -1.13  -2.46  1.15  -0.121
C  -0.10  -3.39  1.27  -0.283
C  -0.07  -4.31  2.30  -1.037
C  -1.08  -4.32  3.24  -0.384
C  -2.12  -3.42  3.15  -0.596
C  -2.15  -2.49  2.11  0.602
Cl  -3.48  -1.41  2.02  -0.196
H  -2.93  -3.42  3.87  0.441
H  -1.07  -5.04  4.05  0.386
H  0.75  -5.01  2.37  0.400
H  0.70  -3.38  0.55  0.369
H  -0.44  -2.89  -1.44  0.855
H  1.80  -1.67  -4.36  0.285
H  2.18  -1.18  0.06  0.259
H  1.81  2.36  -0.84  0.487
H  0.88  4.53  -0.39  0.337
H  1.95  5.00  0.93  0.407
H  0.21  4.93  1.21  0.383

---

No. 2
Entry from the OMol25 dataset: a single C24H19N5O2 molecule (ωB97M-V/def2-TZVPD).

As for the energy above the lowest of the compared OMol25 structures with the same formula, charge and spin: 133.75 kJ/mol. The calculation puts the HOMO energy at -0.2888 Eh. For the energy, the calculation gives -36740.32813 eV. As for the spin multiplicity: 1. As for the HOMO-LUMO gap: 7.712 eV.

Each line ends with the Mulliken charge.
Geometry (Å):
N  4.25  -4.26  5.61  -0.513
C  3.71  -3.51  4.59  1.114
C  4.34  -2.34  4.15  -0.593
C  3.76  -1.56  3.18  -0.602
C  2.53  -1.92  2.61  -0.092
C  1.91  -3.09  3.04  -0.463
C  2.50  -3.87  4.01  -0.697
H  2.01  -4.79  4.33  0.275
H  0.98  -3.40  2.60  0.465
C  2.01  -1.04  1.55  0.708
O  2.72  -0.27  0.91  -0.697
N  0.67  -1.08  1.24  0.481
N  -0.29  -1.66  1.97  -0.892
C  -1.51  -1.55  1.65  -0.665
C  -2.09  -0.87  0.49  0.369
C  -1.59  -1.05  -0.79  -0.135
C  -2.10  -0.34  -1.87  0.224
C  -3.17  0.54  -1.67  -0.736
C  -3.72  0.68  -0.41  -0.773
C  -3.19  -0.01  0.67  0.807
O  -3.69  0.13  1.93  -0.560
H  -4.43  0.75  1.92  0.305
H  -4.57  1.33  -0.26  0.293
H  -3.59  1.08  -2.50  0.455
N  -1.62  -0.64  -3.14  -0.381
N  -1.36  0.20  -4.00  -0.567
C  -1.30  1.57  -3.81  0.054
C  -2.00  2.37  -4.69  -0.283
C  -1.99  3.76  -4.54  -0.601
C  -1.26  4.35  -3.54  -0.804
C  -0.47  3.56  -2.67  0.896
C  0.33  4.15  -1.67  -0.775
C  1.13  3.38  -0.87  -0.793
C  1.19  2.00  -1.05  -0.652
C  0.42  1.40  -2.01  -0.592
C  -0.46  2.15  -2.81  0.647
H  0.50  0.33  -2.17  0.786
H  1.86  1.41  -0.44  0.568
H  1.74  3.84  -0.11  0.432
H  0.32  5.23  -1.57  0.389
H  -1.27  5.42  -3.41  0.402
H  -2.58  4.36  -5.21  0.391
H  -2.61  1.91  -5.45  0.462
H  -0.79  -1.76  -0.97  0.632
H  -2.21  -1.99  2.36  0.509
H  0.41  -0.44  0.48  0.068
H  4.25  -0.66  2.83  0.425
H  5.28  -2.05  4.59  0.284
H  3.91  -5.19  5.73  0.211
H  5.22  -4.11  5.83  0.214

---

Copy entry 2 word for word.
Entry from the OMol25 dataset: a single C24H19N5O2 molecule (ωB97M-V/def2-TZVPD).

As for the energy above the lowest of the compared OMol25 structures with the same formula, charge and spin: 133.75 kJ/mol. The calculation puts the HOMO energy at -0.2888 Eh. For the energy, the calculation gives -36740.32813 eV. As for the spin multiplicity: 1. As for the HOMO-LUMO gap: 7.712 eV.

Each line ends with the Mulliken charge.
Geometry (Å):
N  4.25  -4.26  5.61  -0.513
C  3.71  -3.51  4.59  1.114
C  4.34  -2.34  4.15  -0.593
C  3.76  -1.56  3.18  -0.602
C  2.53  -1.92  2.61  -0.092
C  1.91  -3.09  3.04  -0.463
C  2.50  -3.87  4.01  -0.697
H  2.01  -4.79  4.33  0.275
H  0.98  -3.40  2.60  0.465
C  2.01  -1.04  1.55  0.708
O  2.72  -0.27  0.91  -0.697
N  0.67  -1.08  1.24  0.481
N  -0.29  -1.66  1.97  -0.892
C  -1.51  -1.55  1.65  -0.665
C  -2.09  -0.87  0.49  0.369
C  -1.59  -1.05  -0.79  -0.135
C  -2.10  -0.34  -1.87  0.224
C  -3.17  0.54  -1.67  -0.736
C  -3.72  0.68  -0.41  -0.773
C  -3.19  -0.01  0.67  0.807
O  -3.69  0.13  1.93  -0.560
H  -4.43  0.75  1.92  0.305
H  -4.57  1.33  -0.26  0.293
H  -3.59  1.08  -2.50  0.455
N  -1.62  -0.64  -3.14  -0.381
N  -1.36  0.20  -4.00  -0.567
C  -1.30  1.57  -3.81  0.054
C  -2.00  2.37  -4.69  -0.283
C  -1.99  3.76  -4.54  -0.601
C  -1.26  4.35  -3.54  -0.804
C  -0.47  3.56  -2.67  0.896
C  0.33  4.15  -1.67  -0.775
C  1.13  3.38  -0.87  -0.793
C  1.19  2.00  -1.05  -0.652
C  0.42  1.40  -2.01  -0.592
C  -0.46  2.15  -2.81  0.647
H  0.50  0.33  -2.17  0.786
H  1.86  1.41  -0.44  0.568
H  1.74  3.84  -0.11  0.432
H  0.32  5.23  -1.57  0.389
H  -1.27  5.42  -3.41  0.402
H  -2.58  4.36  -5.21  0.391
H  -2.61  1.91  -5.45  0.462
H  -0.79  -1.76  -0.97  0.632
H  -2.21  -1.99  2.36  0.509
H  0.41  -0.44  0.48  0.068
H  4.25  -0.66  2.83  0.425
H  5.28  -2.05  4.59  0.284
H  3.91  -5.19  5.73  0.211
H  5.22  -4.11  5.83  0.214

---

Please write out number 1 again, unchanged.
Entry from the OMol25 dataset: a single C24H19ClN4O2 molecule (ωB97M-V/def2-TZVPD).

As for the energy above the lowest of the compared OMol25 structures with the same formula, charge and spin: 0.00 kJ/mol. The calculation puts the HOMO energy at -0.3097 Eh. For the energy, the calculation gives -47775.40849 eV. As for the spin multiplicity: 1. As for the HOMO-LUMO gap: 8.226 eV.

Each line ends with the Mulliken charge.
Geometry (Å):
C  1.04  4.45  0.69  -1.864
C  1.17  3.02  1.10  0.893
C  1.60  2.07  0.18  -0.142
C  1.73  0.74  0.55  0.312
C  1.45  0.36  1.86  -0.584
C  1.03  1.30  2.77  -0.802
C  0.89  2.62  2.40  -0.615
H  0.56  3.35  3.12  0.418
H  0.81  1.00  3.78  0.407
H  1.54  -0.68  2.15  0.376
N  2.10  -0.26  -0.36  -0.061
C  2.02  -0.20  -1.72  0.355
O  1.93  0.80  -2.39  -0.523
N  2.06  -1.46  -2.34  -0.385
H  2.02  -2.28  -1.73  0.336
N  1.29  -1.61  -3.49  -0.174
C  -0.03  -1.25  -3.56  -0.265
O  -0.62  -1.24  -4.61  -0.626
C  -0.62  -0.91  -2.22  0.300
C  -0.70  -1.86  -1.23  -0.129
C  -1.12  -1.48  0.06  0.846
N  -1.45  -0.25  0.35  -0.305
C  -1.42  0.70  -0.60  -0.588
C  -1.79  2.01  -0.25  -0.378
C  -1.75  3.01  -1.18  -0.494
C  -1.35  2.73  -2.50  -0.786
C  -0.99  1.47  -2.88  -0.775
C  -1.02  0.42  -1.94  0.833
H  -0.68  1.25  -3.89  0.433
H  -1.32  3.53  -3.23  0.417
H  -2.02  4.02  -0.92  0.482
H  -2.09  2.20  0.77  0.493
C  -1.13  -2.46  1.15  -0.121
C  -0.10  -3.39  1.27  -0.283
C  -0.07  -4.31  2.30  -1.037
C  -1.08  -4.32  3.24  -0.384
C  -2.12  -3.42  3.15  -0.596
C  -2.15  -2.49  2.11  0.602
Cl  -3.48  -1.41  2.02  -0.196
H  -2.93  -3.42  3.87  0.441
H  -1.07  -5.04  4.05  0.386
H  0.75  -5.01  2.37  0.400
H  0.70  -3.38  0.55  0.369
H  -0.44  -2.89  -1.44  0.855
H  1.80  -1.67  -4.36  0.285
H  2.18  -1.18  0.06  0.259
H  1.81  2.36  -0.84  0.487
H  0.88  4.53  -0.39  0.337
H  1.95  5.00  0.93  0.407
H  0.21  4.93  1.21  0.383

---

- The lowest energy belongs to which entry?
  C24H19ClN4O2